57
Properties=species:S:1:pos:R:3 method="wB97M-V/def2-TZVPD" energy_ev=-70851.128 spin_multiplicity=4 orbital_gap_ev="5.9 / 7.8"
V 0.135 -0.120 0.147
O -3.866 -1.189 0.634
C -2.667 -0.879 0.694
N -1.886 -0.168 -0.191
C -2.402 0.642 -1.179
O -3.549 1.185 -1.233
C -1.346 1.103 -2.124
C -1.680 1.834 -3.239
C -0.691 2.094 -4.196
C 0.630 1.795 -3.838
C 0.905 1.076 -2.671
N -0.081 0.736 -1.818
C -1.911 -1.150 1.929
C -2.561 -1.731 2.999
C -2.059 -1.691 4.295
C -0.935 -0.885 4.459
C -0.366 -0.242 3.372
N -0.713 -0.525 2.107
H -2.729 2.053 -3.340
H -0.935 2.506 -5.163
H 1.413 1.963 -4.542
H 1.918 0.865 -2.342
H -3.521 -2.252 2.827
H -2.576 -2.200 5.123
H -0.545 -0.793 5.499
H 0.406 0.517 3.425
C 2.334 -0.867 1.913
N 2.246 -0.216 0.578
C 2.915 1.140 0.564
C 2.903 -1.127 -0.470
C 1.852 -2.021 -1.067
C 2.243 -2.925 -2.065
C 1.350 -3.928 -2.465
C 0.056 -3.922 -1.925
C -0.348 -2.918 -1.101
C 0.497 -1.904 -0.631
H 3.356 -1.123 2.138
H 1.695 -1.789 1.952
H 2.015 -0.126 2.625
H 3.964 1.086 0.877
H 2.476 1.820 1.316
H 2.771 1.598 -0.401
H 3.699 -1.703 0.016
H 3.330 -0.450 -1.237
H 3.229 -2.861 -2.531
H 1.533 -4.678 -3.226
H -0.654 -4.664 -2.294
H -1.441 -2.882 -0.816
C -2.234 2.758 1.391
S -0.422 2.547 1.248
C -0.042 3.877 0.069
H -2.760 2.741 0.433
H -2.472 3.761 1.888
H -2.589 1.879 2.006
H -0.366 4.809 0.517
H -0.542 3.680 -0.877
H 1.018 3.865 -0.063